47
Properties=species:S:1:pos:R:3 method="wB97M-V/def2-TZVPD" energy_ev=-121197.9225 total_charge=+1 homo_energy_ev=-11.0 lumo_energy_ev=-3.436 e_above_lowest_ev=1.113 orbital_gap_ev=7.55 smiles="CN(C)c1cc[n+]([C@H](/C=C/c2ccc(Cl)cc2)c2ccc(Cl)cc2)cc1Br"
Cl 2.29375 5.36091 -3.69729
C 2.31673 4.39685 -2.30115
C 2.21152 4.97642 -1.02612
C 2.33264 4.18035 0.12193
C 2.64392 2.81424 0.03201
C 2.85875 1.97984 1.29957
C 2.30781 0.62768 1.21325
C 1.83693 -0.13823 2.25752
C 1.53448 -1.56339 2.24245
C 1.21221 -2.24795 3.44288
C 1.07666 -3.62680 3.48770
C 1.24430 -4.37622 2.31208
Cl 1.12243 -6.08848 2.36129
C 1.54001 -3.73260 1.10492
C 1.67110 -2.34075 1.06207
C 2.47165 2.20368 -1.25064
C 2.37841 3.01071 -2.40875
H 2.09221 6.04753 -0.94600
H 2.18883 4.63945 1.11890
H 2.42597 2.51391 2.23511
H 1.89955 0.30393 0.21520
H 1.74011 0.34718 3.25875
H 1.06415 -1.65266 4.34600
H 0.84596 -4.13541 4.41467
H 1.66908 -4.34464 0.21908
H 1.87818 -1.86765 0.10497
H 2.45351 1.12476 -1.40248
H 2.40335 2.57629 -3.39994
C 9.11432 1.76850 3.77291
N 8.15616 2.82763 3.62029
C 8.82995 4.08766 3.88878
C 6.87750 2.67085 3.10970
C 5.75520 3.43416 3.52346
Br 5.88292 4.58411 4.99907
C 4.50526 3.28858 2.92271
N 4.23706 2.32324 1.99168
C 5.22995 1.52139 1.62053
C 6.50145 1.68161 2.15460
H 8.63807 0.79989 3.63303
H 9.95463 1.87562 3.07454
H 9.57047 1.81429 4.77512
H 8.24044 4.97223 3.61680
H 9.12461 4.15270 4.96091
H 9.79575 4.08931 3.32801
H 3.73780 3.99394 3.27330
H 5.00944 0.75632 0.88540
H 7.28229 1.03861 1.78163

7
Properties=species:S:1:pos:R:3 method="wB97M-V/def2-TZVPD" energy_ev=-11075.5840 total_charge=+1 homo_energy_ev=-11.2 lumo_energy_ev=-4.523 e_above_lowest_ev=0.214 orbital_gap_ev=6.71
O -0.95828 -0.33458 0.22715
C 0.13608 -0.07489 -0.49074
Li -2.31858 0.95677 0.38391
Tl -0.73245 -2.35050 1.11932
H 0.08371 -0.13527 -1.59050
C 1.40111 0.78039 -0.06467
O 2.38842 1.15808 0.41553